Record 1
This record from the Open Molecules 2025 dataset describes a cluster of 6 separate species, C25H57Br4N3O9 in total. The level of theory is the ωB97M-V functional and the def2-TZVPD basis.

Its SMILES is COCCNCCOC.COCCNCCOC.COCCNCCOC.O=C1OCCO1.BrCCBr.BrCCBr. Its frontier orbital gap is 8.4641 eV. The spin multiplicity is 1. Its LUMO energy is 0.102 eV. Its HOMO energy is -8.3617 eV.

Bonds (Å) are listed after each position.
Atoms and positions in Å:
1 C -2.28996 3.22738 3.46455  O2 1.438, H10 1.092, H11 1.090, H12 1.085
2 O -2.08170 1.86063 3.85944  C1 1.438, C3 1.394
3 C -2.79535 0.96748 3.06108  O2 1.394, C4 1.525, H13 1.105, H14 1.101
4 C -2.30117 -0.47104 3.17651  C3 1.525, N5 1.499, H15 1.087, H16 1.101
5 N -0.80635 -0.45191 3.06142  C4 1.499, C6 1.466, H17 1.014
6 C -0.22250 -1.62613 3.71609  N5 1.466, C7 1.525, H18 1.095, H19 1.099
7 C -0.39213 -2.85097 2.82435  C6 1.525, O8 1.414, H20 1.093, H21 1.091
8 O -0.09365 -4.05208 3.50839  C7 1.414, C9 1.405
9 C 1.28450 -4.26076 3.68241  O8 1.405, H22 1.093, H23 1.090, H24 1.096
10 H -1.34674 3.72393 3.70109  C1 1.092
11 H -3.01310 3.69877 4.13086  C1 1.090
12 H -2.50454 3.26534 2.40130  C1 1.085
13 H -2.72882 1.23007 1.99012  C3 1.105
14 H -3.89354 0.96696 3.13773  C3 1.101
15 H -2.75744 -1.15630 2.46602  C4 1.087
16 H -2.58371 -0.75752 4.20120  C4 1.101
17 H -0.60137 0.46245 3.44937  N5 1.014
18 H -0.47046 -1.76889 4.77324  C6 1.095
19 H 0.84293 -1.36736 3.79081  C6 1.099
20 H 0.21806 -2.81233 1.91789  C7 1.093
21 H -1.40869 -2.89005 2.42899  C7 1.091
22 H 1.83268 -4.35182 2.74123  C9 1.093
23 H 1.36708 -5.18480 4.25536  C9 1.090
24 H 1.78674 -3.51402 4.30854  C9 1.096
25 C 7.68174 1.01627 9.31097  O26 1.415, H34 1.095, H35 1.091, H36 1.091
26 O 7.07024 2.13046 8.68803  C25 1.415, C27 1.410
27 C 6.54603 1.77488 7.42814  O26 1.410, C28 1.546, H37 1.096, H38 1.095
28 C 5.74307 2.99619 6.92572  C27 1.546, N29 1.443, H39 1.093, H40 1.098
29 N 5.29499 2.77693 5.57159  C28 1.443, C30 1.477, H41 1.020
30 C 4.54781 3.87938 4.93373  N29 1.477, C31 1.526, H42 1.095, H43 1.098
31 C 4.13303 3.55998 3.50036  C30 1.526, O32 1.426, H44 1.093, H45 1.091
32 O 2.81560 3.01436 3.46149  C31 1.426, C33 1.411
33 C 2.70103 1.62186 3.65599  O32 1.411, H46 1.098, H47 1.088, H48 1.092
34 H 6.99729 0.16375 9.36318  C25 1.095
35 H 7.87174 1.23418 10.36314  C25 1.091
36 H 8.62527 0.78200 8.81553  C25 1.091
37 H 5.84079 0.93936 7.50712  C27 1.096
38 H 7.38920 1.61610 6.74739  C27 1.095
39 H 6.44587 3.83080 6.98884  C28 1.093
40 H 4.93045 3.17740 7.64186  C28 1.098
41 H 4.52388 2.11348 5.64893  N29 1.020
42 H 5.18320 4.77015 4.98163  C30 1.095
43 H 3.61741 4.09463 5.47565  C30 1.098
44 H 4.81766 2.91405 2.94525  C31 1.093
45 H 4.06161 4.50152 2.95432  C31 1.091
46 H 3.40643 1.06273 3.02762  C33 1.098
47 H 1.71281 1.31299 3.32263  C33 1.088
48 H 2.92150 1.36686 4.69487  C33 1.092
49 C -2.30641 -2.04796 -11.57367  O50 1.411, H58 1.092, H59 1.091, H60 1.092
50 O -2.40399 -0.98391 -10.65145  C49 1.411, C51 1.407
51 C -2.46221 -1.35364 -9.29476  O50 1.407, C52 1.517, H61 1.097, H62 1.101
52 C -2.57328 -0.09047 -8.46286  C51 1.517, N53 1.462, H63 1.098, H64 1.088
53 N -1.28170 0.42829 -8.01544  C52 1.462, C54 1.450, H65 1.001
54 C -0.62023 -0.40997 -7.03451  N53 1.450, C55 1.502, H66 1.090, H67 1.102
55 C 0.17577 0.44185 -6.08772  C54 1.502, O56 1.408, H68 1.098, H69 1.107
56 O 0.80580 -0.31058 -5.07833  C55 1.408, C57 1.394
57 C 1.43318 0.44357 -4.08762  O56 1.394, H70 1.098, H71 1.098, H72 1.092
58 H -1.60610 -2.81056 -11.22697  C49 1.092
59 H -1.89662 -1.61727 -12.48876  C49 1.091
60 H -3.29206 -2.43807 -11.83741  C49 1.092
61 H -1.63837 -2.02329 -9.01833  C51 1.097
62 H -3.33161 -1.98415 -9.05174  C51 1.101
63 H -3.19463 -0.33029 -7.58984  C52 1.098
64 H -2.99105 0.73988 -9.02926  C52 1.088
65 H -1.16882 1.42122 -7.95450  N53 1.001
66 H -0.04579 -1.20267 -7.51434  C54 1.090
67 H -1.39317 -0.90102 -6.42118  C54 1.102
68 H -0.30380 1.32899 -5.65352  C55 1.098
69 H 0.92811 0.98315 -6.69333  C55 1.107
70 H 0.81602 1.20173 -3.58848  C57 1.098
71 H 2.29726 0.93116 -4.55837  C57 1.098
72 H 1.87396 -0.10508 -3.25246  C57 1.092
73 O -4.86025 -6.45246 -2.26782  C74 1.188
74 C -4.62809 -5.65205 -1.42150  O73 1.188, O75 1.317, O78 1.366
75 O -4.81373 -5.80399 -0.12691  C74 1.317, C76 1.427
76 C -4.34866 -4.69417 0.64066  O75 1.427, C77 1.545, H79 1.088, H80 1.087
77 C -3.86713 -3.69099 -0.43161  C76 1.545, O78 1.454, H81 1.089, H82 1.091
78 O -4.02771 -4.44938 -1.66194  C74 1.366, C77 1.454
79 H -5.26260 -4.34527 1.11679  C76 1.088
80 H -3.60691 -4.92332 1.40206  C76 1.087
81 H -2.82513 -3.41211 -0.58186  C77 1.089
82 H -4.56403 -2.85214 -0.45733  C77 1.091
83 Br -5.42688 3.48481 -3.20453  C84 1.992
84 C -4.00343 2.10280 -3.38333  Br83 1.992, C85 1.516, H87 1.082, H88 1.086
85 C -2.83968 2.44617 -4.29203  C84 1.516, Br86 1.970, H89 1.090, H90 1.085
86 Br -3.53985 2.54821 -6.13103  C85 1.970
87 H -4.62348 1.33252 -3.82228  C84 1.082
88 H -3.65579 1.90595 -2.37305  C84 1.086
89 H -2.13170 1.61733 -4.26753  C85 1.090
90 H -2.25889 3.33956 -4.08584  C85 1.085
91 Br -0.49381 -2.31799 -0.86873  C92 1.963
92 C -1.09294 -0.51973 -0.35761  Br91 1.963, C93 1.517, H95 1.089, H96 1.088
93 C 0.06551 0.45009 -0.22450  C92 1.517, Br94 1.966, H97 1.088, H98 1.082
94 Br -0.71435 2.25348 -0.28145  C93 1.966
95 H -1.58174 -0.75727 0.58606  C92 1.089
96 H -1.91996 -0.12991 -0.94687  C92 1.088
97 H 0.67511 0.26615 -1.10628  C93 1.088
98 H 0.60646 0.40547 0.71134  C93 1.082

=====

Record 2
This record from the Open Molecules 2025 dataset describes a cluster of 8 separate species, C25H57BrN8O9 in total. The level of theory is the ωB97M-V functional and the def2-TZVPD basis.

Its SMILES is CCCOC(=O)NBr.CNC(C)=O.CNC(C)=O.CNC(C)=O.CNC(C)=O.CNC(C)=O.CNC(C)=O.CNC(C)=O. Its frontier orbital gap is 9.0067 eV. The spin multiplicity is 1. Its LUMO energy is 0.433 eV. Its HOMO energy is -8.5739 eV.

Bonds (Å) are listed after each position.
Atoms and positions in Å:
1 C 6.19787 0.14983 -5.04123  C2 1.596, H9 1.144, H10 1.139, H11 1.134
2 C 5.61119 1.60968 -5.30825  C1 1.596, C3 1.620, H12 1.133, H13 1.148
3 C 4.26627 1.89564 -4.45116  C2 1.620, O4 1.445, H14 1.135, H15 1.133
4 O 3.29464 0.93835 -4.92892  C3 1.445, C5 1.392
5 C 1.98108 1.34626 -4.71648  O4 1.392, O6 1.233, N7 1.493
6 O 1.57745 2.49746 -4.53671  C5 1.233
7 N 0.94184 0.27529 -4.77001  C5 1.493, Br8 1.898, H16 1.038
8 Br 1.82059 -1.40424 -4.86563  N7 1.898
9 H 6.98458 -0.02595 -5.85248  C1 1.144
10 H 6.73080 0.07815 -4.03757  C1 1.139
11 H 5.40642 -0.64750 -5.19323  C1 1.134
12 H 6.35117 2.43865 -5.08839  C2 1.133
13 H 5.28121 1.74736 -6.39922  C2 1.148
14 H 4.55091 1.77898 -3.35846  C3 1.135
15 H 4.00973 2.98055 -4.65313  C3 1.133
16 H 0.43283 0.45059 -5.65700  N7 1.038
17 C -2.70135 -0.32238 -2.90014  N18 1.447, H22 1.092, H23 1.093, H24 1.087
18 N -1.49061 0.10369 -2.23126  C17 1.447, C19 1.359, H25 1.011
19 C -1.31490 0.37469 -0.91129  N18 1.359, C20 1.505, O21 1.226
20 C -2.50434 0.22190 -0.00133  C19 1.505, H26 1.089, H27 1.092, H28 1.092
21 O -0.21725 0.72903 -0.49629  C19 1.226
22 H -2.50897 -1.28627 -3.37602  C17 1.092
23 H -2.94653 0.41496 -3.66832  C17 1.093
24 H -3.53882 -0.42008 -2.21343  C17 1.087
25 H -0.65182 0.22489 -2.78335  N18 1.011
26 H -2.21671 0.47039 1.01960  C20 1.089
27 H -3.30124 0.90099 -0.31121  C20 1.092
28 H -2.85793 -0.81114 -0.01922  C20 1.092
29 C -3.18899 0.51001 5.44553  N30 1.451, H34 1.093, H35 1.087, H36 1.086
30 N -3.96161 -0.13140 4.39808  C29 1.451, C31 1.359, H37 1.009
31 C -4.63364 0.45545 3.37321  N30 1.359, C32 1.505, O33 1.226
32 C -4.59673 1.95727 3.27688  C31 1.505, H38 1.089, H39 1.092, H40 1.092
33 O -5.24396 -0.23532 2.56434  C31 1.226
34 H -2.16396 0.13430 5.39305  C29 1.093
35 H -3.62147 0.23662 6.40504  C29 1.087
36 H -3.18159 1.59130 5.34969  C29 1.086
37 H -4.03034 -1.13840 4.39907  N30 1.009
38 H -5.17543 2.28009 2.41233  C32 1.089
39 H -5.03595 2.40044 4.17295  C32 1.092
40 H -3.56720 2.29891 3.15158  C32 1.092
41 C 10.58138 0.65198 -9.43468  N42 1.448, H46 1.092, H47 1.092, H48 1.087
42 N 10.17449 1.11092 -8.12320  C41 1.448, C43 1.361, H49 1.010
43 C 9.72902 0.36715 -7.07412  N42 1.361, C44 1.506, O45 1.223
44 C 9.63283 -1.12375 -7.26076  C43 1.506, H50 1.089, H51 1.092, H52 1.092
45 O 9.42189 0.91197 -6.02276  C43 1.223
46 H 11.61812 0.95316 -9.59926  C41 1.092
47 H 9.94622 1.13373 -10.18115  C41 1.092
48 H 10.49995 -0.42758 -9.53595  C41 1.087
49 H 10.21305 2.10057 -7.92682  N42 1.010
50 H 9.26422 -1.58157 -6.34376  C44 1.089
51 H 8.93525 -1.35567 -8.06833  C44 1.092
52 H 10.61876 -1.53749 -7.48224  C44 1.092
53 C 0.85869 6.95317 -1.87978  N54 1.447, H58 1.092, H59 1.092, H60 1.087
54 N -0.52947 6.74270 -2.23075  C53 1.447, C55 1.362, H61 1.010
55 C -1.14752 5.57031 -2.54571  N54 1.362, C56 1.505, O57 1.224
56 C -0.31658 4.31573 -2.53880  C55 1.505, H62 1.089, H63 1.091, H64 1.092
57 O -2.33987 5.56187 -2.82188  C55 1.224
58 H 0.89913 7.39720 -0.88256  C53 1.092
59 H 1.29487 7.64973 -2.59941  C53 1.092
60 H 1.42854 6.02706 -1.88473  C53 1.087
61 H -1.14589 7.54183 -2.25530  N54 1.010
62 H -0.93954 3.46413 -2.80780  C56 1.089
63 H 0.49023 4.39780 -3.26917  C56 1.091
64 H 0.09189 4.14365 -1.54069  C56 1.092
65 C -4.90692 -4.31063 0.92722  N66 1.446, H70 1.093, H71 1.093, H72 1.087
66 N -4.45162 -4.09053 -0.42782  C65 1.446, C67 1.361, H73 1.010
67 C -3.33039 -4.57638 -1.02800  N66 1.361, C68 1.507, O69 1.226
68 C -2.41847 -5.45992 -0.21592  C67 1.507, H74 1.090, H75 1.090, H76 1.091
69 O -3.09069 -4.28933 -2.19506  C67 1.226
70 H -5.89585 -4.77487 0.88744  C65 1.093
71 H -4.98620 -3.34102 1.42607  C65 1.093
72 H -4.22987 -4.95066 1.48801  C65 1.087
73 H -5.01098 -3.50793 -1.03367  N66 1.010
74 H -1.57197 -5.76639 -0.82965  C68 1.090
75 H -2.03964 -4.91415 0.64838  C68 1.090
76 H -2.95345 -6.35391 0.10738  C68 1.091
77 C -1.19260 2.60838 10.65028  N78 1.448, H82 1.092, H83 1.092, H84 1.087
78 N -1.96554 1.96626 9.60774  C77 1.448, C79 1.360, H85 1.010
79 C -2.64083 2.55154 8.58266  N78 1.360, C80 1.505, O81 1.225
80 C -2.60487 4.05316 8.48468  C79 1.505, H86 1.089, H87 1.092, H88 1.092
81 O -3.25207 1.86066 7.77621  C79 1.225
82 H -0.16753 2.23561 10.59887  C77 1.092
83 H -1.62389 2.33695 11.61611  C77 1.092
84 H -1.18716 3.69107 10.55030  C77 1.087
85 H -2.03339 0.95887 9.61093  N78 1.010
86 H -3.18552 4.37495 7.62128  C80 1.089
87 H -3.04237 4.49714 9.38111  C80 1.092
88 H -1.57585 4.39522 8.35685  C80 1.092
89 C -4.54841 -6.06186 5.80343  N90 1.448, H94 1.092, H95 1.092, H96 1.087
90 N -4.10739 -5.83144 4.44375  C89 1.448, C91 1.360, H97 1.010
91 C -2.99131 -6.31057 3.83101  N90 1.360, C92 1.505, O93 1.225
92 C -2.07425 -7.19433 4.63306  C91 1.505, H98 1.089, H99 1.092, H100 1.092
93 O -2.75878 -6.01996 2.66357  C91 1.225
94 H -5.53505 -6.52857 5.77150  C89 1.092
95 H -4.62537 -5.09704 6.30915  C89 1.092
96 H -3.86459 -6.70321 6.35421  C89 1.087
97 H -4.67502 -5.24667 3.84717  N90 1.010
98 H -1.23061 -7.49834 4.01503  C92 1.089
99 H -1.69120 -6.64904 5.49801  C92 1.092
100 H -2.60721 -8.09069 4.95671  C92 1.092

=====

Q: The highest frontier orbital gap belongs to which entry?
A: C25H57BrN8O9